1.
Density functional theory data (ωB97M-V/def2-TZVPD) for a cluster of 7 separate species, C38H68F3IN6O4PSi in total in a non-equilibrium geometry.

Each line ends with the Löwdin charge.
CARTESIAN COORDINATES (ANGSTROEM)
C  0.0474  4.9550  -0.6893  -0.063
C  -1.0045  4.0098  -0.9456  -0.285
C  -1.8863  3.3877  0.2403  -0.366
P  -0.9849  1.8206  0.9793  0.359
I  -1.1331  0.7504  -1.3237  0.551
C  -2.7193  1.1195  1.3350  -0.304
C  -2.7576  -0.3256  2.0027  -0.420
C  -4.2286  -0.4508  2.7036  -0.071
O  -2.7254  -1.3372  0.9645  -0.133
O  -0.7954  2.5650  2.5564  -0.275
C  0.0582  1.8003  3.4545  -0.267
C  -0.6166  1.1702  4.7567  -0.094
C  -1.7425  2.0629  5.4288  -0.215
O  -2.6334  2.6889  4.8455  0.020
C  0.8885  0.8305  2.4650  -0.352
C  2.2368  1.5708  1.9669  -0.407
F  2.4882  1.1635  0.6362  0.064
F  3.3363  1.3553  2.8105  0.056
F  2.1007  2.9788  1.8825  0.052
Si  1.5339  -0.8619  3.1168  0.615
C  2.2696  -0.7938  4.8992  -0.204
C  0.1299  -2.2013  3.1730  -0.180
C  2.9050  -1.6431  1.9908  -0.189
O  -0.0553  0.4273  1.4415  -0.403
H  1.0833  4.6388  -1.0477  0.047
H  -0.1246  5.9196  -0.1199  -0.005
H  -1.1912  3.7503  -2.0352  0.049
H  -2.0305  4.2082  1.0133  0.086
H  -2.8970  3.1359  -0.2081  0.054
H  0.1796  2.4464  0.3908  -0.005
H  -3.3033  1.0316  0.3550  0.050
H  -3.3153  1.8368  1.9860  0.097
H  -2.0133  -0.4906  2.8393  0.094
H  -4.0955  -0.0396  3.7688  0.068
H  -4.5341  -1.5489  2.8029  0.057
H  -5.0182  0.1634  2.1747  0.074
H  -2.6590  -2.2311  1.3698  0.059
H  0.6866  2.6512  3.9043  0.157
H  -1.0318  0.1222  4.6255  0.101
H  0.2209  1.0787  5.5363  0.105
H  -1.7550  2.0992  6.5774  0.115
H  1.4487  -0.7506  5.6836  0.019
H  2.8312  -1.7793  5.0406  0.036
H  3.0043  0.0581  5.0562  0.035
H  0.6745  -3.2107  3.1250  0.038
H  -0.4842  -2.0866  2.2191  0.039
H  -0.4867  -2.1467  4.1225  0.022
H  2.9318  -2.7762  2.1039  0.035
H  2.6217  -1.4208  0.9056  0.051
H  3.9004  -1.1622  2.2711  0.038
C  -2.9669  1.3677  -7.6213  -0.148
C  -2.5755  2.1508  -6.3738  -0.259
C  -1.6140  1.3877  -5.4615  -0.202
C  -2.2279  0.1878  -4.8863  -0.288
N  -2.7114  -0.7590  -4.4477  0.141
H  -3.5130  0.4555  -7.3651  0.071
H  -3.6130  1.9728  -8.2582  0.047
H  -2.0852  1.0890  -8.2016  0.048
H  -3.4797  2.4266  -5.8226  0.113
H  -2.0946  3.0834  -6.6847  0.108
H  -1.2980  2.0481  -4.6483  0.098
H  -0.7112  1.1140  -6.0151  0.102
C  2.8586  -1.5416  -5.3860  -0.104
C  3.0412  -0.9987  -6.7984  -0.274
C  3.6967  0.3832  -6.8315  -0.201
C  2.8537  1.4115  -6.2166  -0.231
N  2.1955  2.2158  -5.7257  0.161
H  2.1820  -0.9149  -4.8002  0.079
H  2.4319  -2.5465  -5.4214  0.073
H  3.8156  -1.5983  -4.8607  0.076
H  2.0696  -0.9675  -7.3011  0.107
H  3.6696  -1.6961  -7.3617  0.103
H  3.8896  0.6597  -7.8723  0.112
H  4.6672  0.3494  -6.3284  0.119
C  -2.2332  -2.3205  -10.1949  -0.105
C  -2.0515  -1.7852  -11.6102  -0.270
C  -1.4014  -0.4013  -11.6502  -0.192
C  -2.2484  0.6280  -11.0420  -0.210
N  -2.9096  1.4330  -10.5559  0.167
H  -2.9128  -1.6927  -9.6135  0.073
H  -2.6561  -3.3272  -10.2248  0.073
H  -1.2768  -2.3706  -9.6682  0.076
H  -3.0225  -1.7604  -12.1141  0.111
H  -1.4202  -2.4832  -12.1688  0.105
H  -1.2083  -0.1299  -12.6921  0.115
H  -0.4312  -0.4290  -11.1458  0.120
C  -0.8083  -5.9800  5.4113  -0.131
C  -1.7091  -4.9754  6.1196  -0.265
C  -3.1462  -4.9796  5.5950  -0.193
C  -3.2284  -4.5322  4.2026  -0.215
N  -3.2920  -4.1848  3.1091  0.177
H  -0.7023  -5.7427  4.3496  0.074
H  0.1873  -5.9684  5.8538  0.030
H  -1.2056  -6.9938  5.4990  0.068
H  -1.2767  -3.9744  6.0254  0.102
H  -1.7271  -5.2161  7.1873  0.106
H  -3.7527  -4.3143  6.2166  0.116
H  -3.5772  -5.9804  5.6895  0.118
C  1.9301  9.8258  -0.2496  -0.113
C  1.7578  9.8397  1.2644  -0.274
C  1.3332  8.4851  1.8332  -0.190
C  -0.0007  8.0850  1.3796  -0.233
N  -1.0435  7.7676  1.0153  0.163
H  0.9872  9.6099  -0.7575  0.075
H  2.2786  10.8014  -0.5976  0.067
H  2.6640  9.0755  -0.5541  0.077
H  1.0288  10.6089  1.5375  0.109
H  2.7103  10.1266  1.7211  0.104
H  1.3320  8.5438  2.9255  0.116
H  2.0632  7.7181  1.5588  0.123
C  3.9899  -5.6944  7.7161  -0.108
C  3.8216  -7.0422  8.4072  -0.269
C  3.6307  -8.2010  7.4268  -0.193
C  2.3804  -8.0892  6.6708  -0.203
N  1.4028  -7.9966  6.0724  0.170
H  3.0950  -5.4187  7.1531  0.071
H  4.1696  -4.9118  8.4566  0.074
H  4.8382  -5.7097  7.0271  0.078
H  2.9753  -6.9899  9.0986  0.112
H  4.7138  -7.2389  9.0095  0.106
H  3.6225  -9.1410  7.9861  0.116
H  4.4777  -8.2511  6.7369  0.121

Output
**Max |F|**: 0.0700 hartree/bohr
**LUMO energy**: 0.064 Eh
**Energy above the lowest of the compared OMol25 structures with the same formula, charge and spin**: 4.1436 eV
**Frontier orbital gap**: 0.2035 Ha
**Electronic energy**: -91055.276 eV
**Total charge**: -1
**E_HOMO**: -3.7888 eV

***

2.
Density functional theory data (ωB97M-V/def2-TZVPD) for the ion C5H11NOS with charge -1 in a non-equilibrium geometry.

Each line ends with the Löwdin charge.
CARTESIAN COORDINATES (ANGSTROEM)
C  0.8936  -1.8551  -1.6836  -0.174
N  0.0793  -1.5432  -0.4737  -0.145
C  0.0824  -0.0930  -0.0717  -0.382
C  -0.9787  0.2248  0.9242  -0.289
C  -1.4662  1.6831  1.0174  -0.574
S  -1.7104  2.5593  -0.5399  0.654
C  1.5811  0.0148  0.5135  -0.437
O  1.9283  1.0600  1.0430  -0.193
H  0.6203  -1.0902  -2.5114  0.085
H  2.0193  -1.7035  -1.4531  0.063
H  0.6440  -2.9223  -1.9689  0.058
H  0.3154  -2.0819  0.3384  0.053
H  -0.0766  0.6047  -0.9092  0.076
H  -0.5351  0.0591  1.8468  0.064
H  -1.7053  -0.6079  0.8201  0.105
H  -0.8980  2.2791  1.7961  0.086
H  -2.5121  1.4614  1.4823  0.086
H  -0.4454  2.8066  -0.8637  -0.151
H  2.1641  -0.8558  0.6934  0.015

Output
**Max |F|**: 0.0894 hartree/bohr
**Expectation value of S²**: 0.75
**LUMO energy (spin up / spin down)**: 0.120 / 0.119 Eh
**Energy above the lowest of the compared OMol25 structures with the same formula, charge and spin**: 1.9265 eV
**Frontier orbital gap (spin up / spin down)**: 0.0994 / 0.2275 Ha
**Electronic energy**: -19733.403 eV
**Total charge**: -1
**E_HOMO (spin up / spin down)**: 0.5557 / -2.9535 eV
**Spin multiplicity**: 2